# 1
Formula: C24H51Cl2O6P
Source: the OMol25 dataset
Level of theory: ωB97M-V with the def2-TZVPD basis set

Lowest unoccupied orbital energy, eV: 0.572
Net charge: 0
Highest occupied orbital energy, eV: -8.814
Spin multiplicity: 1
DFT total energy, eV: -72334.26823

The geometry in XYZ format:
```
84
C24H51Cl2O6P, DFT ωB97M-V with the def2-TZVPD basis set
Cl 0.364 3.417 2.425
Cl 1.045 2.563 5.168
P -2.725 0.332 1.049
O -3.616 -0.689 1.910
O 0.133 1.364 -2.477
O -1.610 1.056 1.953
O -3.549 1.379 0.432
O -2.730 1.069 -2.314
O 4.184 1.649 1.330
C 4.177 -0.880 2.383
C 1.353 1.434 -3.172
C 3.372 0.186 3.132
C -0.640 -0.114 -0.785
C 2.420 -2.845 -0.501
C -0.359 -2.485 -2.725
C -0.871 0.333 2.962
C -1.800 0.461 -4.511
C -4.778 0.997 3.327
C 3.638 2.348 0.238
C -0.514 0.076 -2.320
C 0.416 3.860 4.136
C 0.280 -1.080 -2.926
C 3.649 -1.248 0.993
C 1.016 -3.419 -0.716
C 2.784 -2.510 0.952
C -1.937 -0.721 -0.203
C 3.279 1.546 2.419
C -0.652 -1.152 2.749
C -1.885 0.201 -3.016
C -2.737 2.434 -2.656
C -4.040 -0.329 3.229
C -3.189 0.416 -5.186
C 0.645 -3.517 -2.207
H 0.199 -0.743 -0.479
H -3.216 -0.347 3.943
H 4.447 2.686 -0.405
H 0.111 0.795 2.997
H -5.178 1.072 4.339
H -4.112 1.838 3.146
H -0.591 4.098 4.457
H -0.456 0.851 -0.315
H 2.529 -1.935 -1.093
H -1.536 -1.767 2.900
H -5.600 1.018 2.618
H -3.477 1.391 -5.573
H 1.275 1.117 -4.215
H 1.283 -1.136 -2.510
H 3.146 -3.571 -0.870
H -1.311 0.517 3.943
H -3.442 2.633 -3.471
H 3.381 -3.320 1.379
H 0.085 -1.468 3.491
H 1.640 2.485 -3.187
H 1.569 -3.445 -2.785
H 3.530 2.334 3.137
H -3.223 -0.327 -5.977
H 3.078 -0.411 0.591
H -1.683 -1.648 0.320
H 2.971 1.710 -0.356
H 5.194 -0.502 2.285
H 4.242 -1.761 3.025
H 2.252 1.767 2.116
H -0.677 -2.853 -3.703
H -1.192 -0.303 -4.992
H 1.907 -2.400 1.593
H 4.507 -1.413 0.340
H 1.026 -4.431 -0.303
H 2.382 -0.207 3.371
H 3.067 3.224 0.556
H 3.876 0.343 4.087
H -0.189 -1.340 1.781
H -1.297 1.403 -4.734
H -1.760 2.817 -2.946
H 1.065 4.720 4.248
H -3.078 2.993 -1.788
H 0.424 -0.946 -3.996
H 0.287 -2.867 -0.121
H 2.165 0.897 -2.674
H 0.244 -4.515 -2.391
H -3.943 0.156 -4.442
H -4.718 -1.123 3.540
H -1.257 -2.451 -2.112
H -2.715 -0.984 -0.910
H -2.356 -0.784 -2.927
```

For reference, the Löwdin charges in units of e are: atom 1 (Cl): 0.616, atom 2 (Cl): 0.541, atom 3 (P): 0.505, atom 4 (O): -0.201, atom 5 (O): -0.138, atom 6 (O): -0.232, atom 7 (O): -0.245, atom 8 (O): -0.142, atom 9 (O): -0.198, atom 10 (C): -0.197, atom 11 (C): -0.105, atom 12 (C): -0.166, atom 13 (C): -0.096, atom 14 (C): -0.213, atom 15 (C): -0.163, atom 16 (C): -0.283, atom 17 (C): -0.173, atom 18 (C): -0.075, atom 19 (C): -0.105, atom 20 (C): -0.383, atom 21 (C): -0.958, atom 22 (C): -0.123, atom 23 (C): -0.202, atom 24 (C): -0.197, atom 25 (C): -0.200, atom 26 (C): -0.186, atom 27 (C): -0.251, atom 28 (C): -0.073, atom 29 (C): -0.316, atom 30 (C): -0.079, atom 31 (C): -0.273, atom 32 (C): -0.076, atom 33 (C): -0.194, atom 34 (H): 0.097, atom 35 (H): 0.095, atom 36 (H): 0.090, atom 37 (H): 0.041, atom 38 (H): 0.079, atom 39 (H): 0.070, atom 40 (H): 0.028, atom 41 (H): 0.117, atom 42 (H): 0.089, atom 43 (H): 0.078, atom 44 (H): 0.084, atom 45 (H): 0.067, atom 46 (H): 0.087, atom 47 (H): 0.094, atom 48 (H): 0.118, atom 49 (H): 0.106, atom 50 (H): 0.084, atom 51 (H): 0.112, atom 52 (H): 0.086, atom 53 (H): 0.094, atom 54 (H): 0.113, atom 55 (H): 0.110, atom 56 (H): 0.067, atom 57 (H): 0.095, atom 58 (H): 0.071, atom 59 (H): 0.074, atom 60 (H): 0.107, atom 61 (H): 0.109, atom 62 (H): 0.037, atom 63 (H): 0.112, atom 64 (H): 0.102, atom 65 (H): 0.095, atom 66 (H): 0.120, atom 67 (H): 0.112, atom 68 (H): 0.090, atom 69 (H): 0.080, atom 70 (H): 0.106, atom 71 (H): 0.050, atom 72 (H): 0.112, atom 73 (H): 0.086, atom 74 (H): 0.025, atom 75 (H): 0.088, atom 76 (H): 0.104, atom 77 (H): 0.084, atom 78 (H): 0.080, atom 79 (H): 0.105, atom 80 (H): 0.079, atom 81 (H): 0.119, atom 82 (H): 0.100, atom 83 (H): 0.095, atom 84 (H): 0.141

# 2
Formula: C3H5NOS2
Source: the OMol25 dataset
Level of theory: ωB97M-V with the def2-TZVPD basis set

Lowest unoccupied orbital energy, eV: -1.090
Net charge: 0
Highest occupied orbital energy, eV: -8.668
Spin multiplicity: 1
DFT total energy, eV: -28398.12305

The geometry in XYZ format:
```
12
C3H5NOS2, DFT ωB97M-V with the def2-TZVPD basis set
S -0.507 2.687 -1.319
S -0.906 0.585 2.937
O 0.137 -0.091 -0.794
N -0.747 1.825 0.101
C -0.719 -0.111 1.485
C 0.827 -1.299 -0.539
C -0.414 0.597 0.227
H 1.462 -1.210 0.375
H 0.123 -2.121 -0.402
H -0.826 -1.170 1.417
H 0.130 1.792 -2.078
H 1.439 -1.484 -1.409
```

For reference, the natural (NBO) charges in units of e are: atom 1 (S): 0.240, atom 2 (S): 0.143, atom 3 (O): -0.512, atom 4 (N): -0.556, atom 5 (C): -0.363, atom 6 (C): -0.254, atom 7 (C): 0.427, atom 8 (H): 0.188, atom 9 (H): 0.180, atom 10 (H): 0.202, atom 11 (H): 0.098, atom 12 (H): 0.207

# 3
Formula: C6H9Cl
Source: the OMol25 dataset
Level of theory: ωB97M-V with the def2-TZVPD basis set

Lowest unoccupied orbital energy, eV: 0.917
Net charge: 0
Highest occupied orbital energy, eV: -9.607
Spin multiplicity: 1
DFT total energy, eV: -18886.56989

The geometry in XYZ format:
```
16
C6H9Cl, DFT ωB97M-V with the def2-TZVPD basis set
Cl 2.437 0.556 1.019
C -0.519 0.703 -1.056
C 1.819 -0.754 -0.014
C -0.736 0.673 0.463
C 2.568 -1.643 -0.677
C -0.094 -0.446 -0.317
C -2.047 0.824 1.157
H 2.109 -2.240 -1.498
H 0.178 1.315 -1.596
H 0.005 1.169 1.086
H -0.570 -1.455 -0.620
H -1.492 0.672 -1.610
H -2.864 0.124 0.665
H -2.107 0.380 2.150
H 3.574 -1.799 -0.481
H -2.262 1.922 1.328
```

For reference, the natural (NBO) charges in units of e are: atom 1 (Cl): -0.030, atom 2 (C): -0.453, atom 3 (C): 0.017, atom 4 (C): -0.265, atom 5 (C): -0.472, atom 6 (C): -0.168, atom 7 (C): -0.611, atom 8 (H): 0.223, atom 9 (H): 0.225, atom 10 (H): 0.230, atom 11 (H): 0.223, atom 12 (H): 0.217, atom 13 (H): 0.206, atom 14 (H): 0.218, atom 15 (H): 0.215, atom 16 (H): 0.225